[1]
C30H24BrCaN11O4 as an isolated structure in a non-equilibrium geometry, computed with the ωB97M-V functional and the def2-TZVPD basis.

The geometry in XYZ format:
```
71
Properties=species:S:1:pos:R:3:forces:R:3
Ca -0.2115 0.6714 -0.2797 0.2 -1.1 -1.5
O -0.3049 7.7920 -0.0953 -0.6 0.2 -0.1
C 0.7662 7.1870 -0.0256 -0.1 -0.3 0.2
O 1.9349 7.5844 -0.0526 0.7 0.1 -0.1
C 0.6280 5.6422 0.1402 -0.1 0.0 -0.1
C 1.7581 4.8377 0.1915 0.0 0.0 0.0
C 1.6073 3.4697 0.2862 0.4 0.1 0.0
N 0.4225 2.8624 0.3161 -0.2 0.1 0.1
C -0.6732 3.6387 0.3052 -0.3 0.3 0.1
C -0.6125 5.0196 0.2313 0.1 0.0 0.0
C -2.0124 2.9164 0.3680 -0.1 0.6 0.2
O -2.9729 3.4403 0.8947 0.0 0.1 0.0
O -2.0034 1.7243 -0.1395 -0.8 0.2 0.2
H 2.7274 5.3151 0.1453 0.0 0.0 0.0
H 2.4752 2.8174 0.3250 0.0 0.0 0.0
H -1.5103 5.6209 0.2232 0.0 0.0 0.0
N -1.7041 -3.7781 0.1284 -0.1 -0.1 0.2
C -2.6972 -2.8396 -0.1379 -0.2 0.2 0.0
C -4.0204 -3.2572 0.0943 0.2 0.1 -0.1
C -5.0412 -2.3658 -0.1328 0.0 0.2 0.0
C -4.7309 -1.0851 -0.5853 0.0 -0.1 0.1
C -3.4029 -0.7687 -0.7823 -0.3 -0.1 -0.1
N -2.3902 -1.6176 -0.5638 0.2 -0.1 0.2
C -0.3332 -3.7702 -0.0296 0.1 -0.2 -0.1
C 0.3795 -4.8338 0.5622 0.1 0.2 -0.1
C 1.7358 -4.9169 0.3611 -0.1 0.2 -0.1
C 2.3581 -3.9572 -0.4404 0.0 -0.1 0.1
C 1.5704 -2.9641 -0.9736 0.1 0.0 0.0
N 0.2567 -2.8411 -0.7690 -0.1 -0.1 0.2
H -2.0502 -4.6050 0.5892 0.0 0.1 0.0
H -4.2236 -4.2611 0.4391 0.0 -0.1 0.0
H -6.0676 -2.6617 0.0388 0.0 0.0 0.0
H -5.4937 -0.3461 -0.7668 -0.1 0.1 0.0
H -3.1257 0.2234 -1.1059 -0.1 0.0 0.0
H -0.1393 -5.5689 1.1580 -0.1 -0.1 0.1
H 2.3028 -5.7222 0.8059 0.0 0.0 0.0
H 3.4155 -3.9889 -0.6485 0.1 0.0 0.0
H 2.0083 -2.2155 -1.6221 0.0 0.1 0.0
N -2.1950 0.2819 2.4733 -0.1 0.1 0.2
C -0.9440 0.0088 2.8575 -0.3 0.1 0.4
N -0.6977 -0.2005 4.1523 0.0 0.0 0.1
C 0.5758 -0.4238 4.4617 -0.2 0.0 -0.1
N 0.8794 -0.6779 5.7450 0.0 0.0 0.0
N 1.6039 -0.4169 3.5874 -0.1 0.0 -0.3
C 1.2458 -0.2121 2.3316 0.0 -0.2 0.4
N -0.0037 -0.0387 1.8963 0.8 -0.2 0.3
C 2.3674 -0.1405 1.3404 0.4 0.0 0.1
C 3.6806 -0.2290 1.7993 -0.3 0.0 -0.2
C 4.7101 -0.0946 0.8876 0.0 0.1 -0.3
C 4.4040 0.1302 -0.4496 -0.1 0.0 0.2
C 3.0686 0.2007 -0.8168 0.3 0.0 -0.2
N 2.0747 0.0596 0.0478 0.2 -0.1 0.7
H -2.8563 0.4771 3.2090 0.0 0.0 -0.1
H -2.3567 0.7198 1.5662 -0.1 0.0 0.0
H 0.1682 -0.5329 6.4398 0.0 0.0 0.0
H 1.8468 -0.6775 6.0156 0.0 0.0 0.0
H 3.8626 -0.3853 2.8497 0.0 0.0 0.0
H 5.7381 -0.1485 1.2165 0.0 0.0 0.0
H 5.1758 0.2588 -1.1921 0.1 0.0 0.0
H 2.7797 0.3814 -1.8485 0.1 0.0 0.0
Br 0.1984 2.8648 -3.0686 0.0 0.0 0.0
C -0.2287 1.1280 -3.6742 0.0 0.2 -0.3
C -0.4461 0.9209 -5.0316 0.0 0.1 0.2
C -0.7316 -0.3653 -5.4451 0.0 -0.1 0.1
C -0.7859 -1.3787 -4.4982 0.0 0.1 0.0
C -0.5636 -1.0603 -3.1693 -0.2 -0.4 -0.4
N -0.2901 0.1774 -2.7565 0.2 0.3 0.0
H -0.3910 1.7468 -5.7231 0.0 0.0 0.0
H -0.9065 -0.5719 -6.4915 0.0 0.0 0.0
H -1.0015 -2.3987 -4.7773 0.0 -0.1 0.0
H -0.6072 -1.8016 -2.3877 0.0 -0.1 0.0
```
Forces are in eV/Å.

Values from the calculation:
relative energy (zero: lowest compared OMol25 entry of this formula, charge and spin): 0.891 eV
E: -5312.79173 a.u.
2S+1: 1
molecular weight: 722.577 g mol⁻¹
F_max: 1.88 eV Å⁻¹

---

[2]
An isolated molecule of C20H16N2O3S, computed with the ωB97M-V functional and the def2-TZVPD basis.

The geometry in XYZ format:
```
42
Properties=species:S:1:pos:R:3:forces:R:3
C -2.1028 -1.0947 -3.4336 0.1 -0.2 -0.4
H -1.1350 -0.9819 -3.9246 -0.1 0.0 0.0
H -2.4794 -2.1011 -3.6255 0.0 0.1 0.0
H -2.8078 -0.3481 -3.7902 0.0 0.0 0.0
O -1.9701 -0.8775 -2.0348 -0.1 0.0 0.4
C -1.0210 -1.6044 -1.4141 0.2 -0.2 -0.3
O -0.3375 -2.4037 -2.0048 -0.1 0.0 0.0
C -0.9019 -1.3469 0.0401 -0.1 0.2 0.3
C -0.0837 -2.2368 0.7390 -0.1 0.0 0.0
C 0.1364 -2.1013 2.0919 0.0 0.0 0.0
C -0.4716 -1.0606 2.7786 -0.1 -0.1 -0.1
C -1.2791 -0.1651 2.1089 -0.1 0.0 0.0
C -1.4969 -0.2803 0.7352 0.2 -0.6 0.3
N -2.3389 0.6246 0.0935 -0.2 0.2 -0.1
C -2.5234 1.9422 0.3422 -0.4 -0.2 -0.3
S -3.8479 2.7158 -0.2549 -0.3 0.2 -0.1
N -1.6052 2.6360 1.0991 0.0 0.2 0.4
C -0.2170 2.5505 1.1483 -0.1 0.0 0.0
O 0.3771 3.1976 1.9783 0.1 0.0 0.0
C 0.4222 1.7137 0.1038 0.3 0.2 -0.5
C 0.0228 1.8690 -1.2046 0.1 0.2 0.5
C 0.6129 1.1214 -2.2298 0.2 -0.2 -0.1
C 1.5840 0.2043 -1.9390 -0.1 0.2 -0.1
C 2.0394 0.0325 -0.6159 0.0 0.2 0.3
C 3.0507 -0.8999 -0.3056 0.1 -0.1 0.1
C 3.5067 -1.0357 0.9749 0.1 -0.1 -0.2
C 2.9728 -0.2406 1.9991 -0.1 0.2 0.0
C 1.9768 0.6587 1.7362 0.2 0.0 0.2
C 1.4797 0.8186 0.4269 0.1 -0.1 -0.2
H 1.5782 1.2732 2.5272 0.0 0.0 0.1
H 3.3532 -0.3453 3.0043 0.0 0.0 0.1
H 4.2839 -1.7493 1.2052 0.1 -0.1 0.0
H 3.4570 -1.5026 -1.1044 0.1 -0.1 -0.1
H 2.0250 -0.3983 -2.7194 0.0 -0.1 -0.1
H 0.2864 1.2770 -3.2473 0.0 0.0 -0.1
H -0.7456 2.5863 -1.4566 -0.1 0.0 0.0
H -1.9798 3.4526 1.5719 0.1 -0.1 -0.2
H -2.8749 0.2608 -0.6856 0.1 0.2 0.2
H -1.7662 0.6287 2.6537 0.0 0.0 0.0
H -0.3239 -0.9509 3.8420 0.0 0.0 0.1
H 0.7721 -2.8001 2.6118 0.1 -0.1 0.0
H 0.3725 -3.0385 0.1787 0.0 0.0 0.0
```
Forces are in eV/Å.

Values from the calculation:
relative energy (zero: lowest compared OMol25 entry of this formula, charge and spin): 0.110 eV
E: -1505.21945 a.u.
2S+1: 1
molecular weight: 364.426 g mol⁻¹
F_max: 0.66 eV Å⁻¹
SMILES: COC(=O)c1ccccc1NC(=S)NC(=O)c1cccc2ccccc12

---

[3]
An isolated molecule of C3H4Br2S in a non-equilibrium geometry, computed with the ωB97M-V functional and the def2-TZVPD basis.

The geometry in XYZ format:
```
10
Properties=species:S:1:pos:R:3:forces:R:3
C -0.8375 -1.2278 1.7456 0.2 -1.4 1.8
C -1.5346 -0.7547 0.7765 -0.9 4.0 -4.4
C -1.3695 0.7546 -0.0758 -0.3 -3.2 -1.4
S 0.1230 1.6012 0.4118 -0.2 0.4 1.2
Br -2.8612 -1.7738 -0.1682 0.4 0.0 0.3
Br -3.1308 1.6695 0.0663 0.9 0.1 0.1
H -1.1136 -2.2751 1.9036 0.5 0.3 0.7
H -0.1931 -0.6977 2.4513 0.0 -0.1 -0.7
H -1.2699 0.5173 -1.2472 -0.4 0.2 2.9
H 0.7509 1.8084 -0.7382 -0.3 -0.1 -0.6
```
Forces are in eV/Å.

Values from the calculation:
relative energy (zero: lowest compared OMol25 entry of this formula, charge and spin): 1.399 eV
E: -5662.85322 a.u.
2S+1: 1
molecular weight: 231.940 g mol⁻¹
F_max: 6.00 eV Å⁻¹
SMILES: C=C(Br)[C@H](S)Br

---

[4]
C9H6BeN4OS6 as an isolated structure in a non-equilibrium geometry, computed with the ωB97M-V functional and the def2-TZVPD basis.

The geometry in XYZ format:
```
27
Properties=species:S:1:pos:R:3:forces:R:3
Be 0.0838 -0.0608 -0.2472 -0.9 0.5 -0.1
N 1.1763 2.5098 1.3946 -2.8 -0.6 -0.4
C -0.1895 2.1430 1.5232 1.9 -0.3 -0.4
N -0.7223 1.1660 0.8361 0.6 0.7 -0.3
C -2.0675 0.9739 1.1094 1.2 -0.6 -0.1
C -2.5855 1.7736 2.0411 0.4 1.0 0.5
S -1.3149 2.8800 2.5729 -0.7 0.1 0.3
C -2.5367 -0.1729 0.3601 -1.2 0.3 0.5
C -3.7834 -0.7038 0.2861 1.2 -0.4 -0.4
S -3.7337 -1.9441 -0.9497 -1.1 0.1 0.3
C -2.1182 -1.5672 -1.2769 1.0 0.3 0.5
N -1.5658 -0.6916 -0.4481 -0.6 -0.4 -1.0
N -1.4146 -2.1009 -2.2505 1.2 -0.8 -1.2
H 1.7121 1.8399 0.8541 0.0 -0.1 0.1
H 1.5930 2.8015 2.2452 0.5 0.2 0.6
H -3.5867 1.8223 2.4393 0.1 0.0 0.0
H -4.6077 -0.5538 0.9476 -0.4 0.1 -0.1
H -1.7497 -2.6894 -2.9843 -0.7 -0.2 0.1
H -0.4328 -1.8832 -2.3551 0.1 0.5 0.3
O 6.3681 -1.1212 -1.1373 1.5 -0.4 -0.2
C 5.2085 -0.9786 -1.0045 -2.2 0.5 0.7
S 4.1109 -0.1942 -2.1991 0.8 -0.2 0.0
C 2.6790 -0.2782 -1.2400 -0.7 0.2 -0.2
C 2.7180 -0.8458 -0.0301 0.3 0.0 -0.3
S 1.2947 -1.0755 0.9347 0.3 -0.6 0.9
S 4.2758 -1.4090 0.5108 0.6 -0.1 -0.4
S 1.1886 0.3602 -1.9321 -0.2 0.0 0.1
```
Forces are in eV/Å.

Values from the calculation:
E: -3044.88806 a.u.
2S+1: 1
molecular weight: 387.588 g mol⁻¹
F_max: 2.91 eV Å⁻¹

---

[5]
An isolated molecule of C7H11NO2 in a non-equilibrium geometry, computed with the ωB97M-V functional and the def2-TZVPD basis.

The geometry in XYZ format:
```
21
Properties=species:S:1:pos:R:3:forces:R:3
O 0.4833 -2.3473 2.1574 0.7 0.1 -0.3
O 2.6007 -1.9963 1.8582 0.2 0.0 0.3
C -1.0171 -0.7999 -0.2931 3.1 0.9 0.2
C 0.3803 -0.6293 -0.2200 -3.8 0.2 0.4
N 1.4615 -2.0914 1.4696 -0.9 -0.2 0.2
C 1.2132 -1.8469 0.0178 0.2 1.0 -1.0
C -1.9654 0.3686 -0.4362 0.6 0.4 1.1
C 1.0386 0.7613 -0.1945 -0.5 -1.3 -0.1
C -1.2713 1.6946 -0.0093 -0.9 -0.5 -0.4
C 0.0954 1.8511 -0.6319 0.0 -0.1 0.3
H -1.4821 -1.7863 -0.2371 0.5 0.1 -0.1
H 2.1665 -1.7529 -0.4819 0.5 0.0 0.3
H 0.7164 -2.6635 -0.4477 -0.5 -1.0 0.3
H -2.2739 0.4073 -1.4671 -0.3 0.2 -0.5
H -2.8761 0.2312 0.1790 0.4 -0.1 -0.3
H 1.3788 0.9638 0.8073 0.3 0.0 0.6
H 1.9116 0.7390 -0.8345 0.4 0.0 -0.1
H -1.8850 2.5539 -0.2903 -0.1 -0.1 0.0
H -1.2020 1.7170 1.0825 0.1 -0.1 0.0
H 0.4685 2.8185 -0.3178 0.4 0.2 -0.2
H 0.0581 1.8078 -1.7105 -0.3 0.3 -0.5
```
Forces are in eV/Å.

Values from the calculation:
relative energy (zero: lowest compared OMol25 entry of this formula, charge and spin): 3.953 eV
E: -478.45151 a.u.
2S+1: 1
molecular weight: 141.170 g mol⁻¹
F_max: 3.85 eV Å⁻¹
SMILES: O=[N+]([O-])CC1=CCCCC1

---

[6]
C48H51GaN7O13S2 as an isolated structure in a non-equilibrium geometry, computed with the ωB97M-V functional and the def2-TZVPD basis.

The geometry in XYZ format:
```
122
Properties=species:S:1:pos:R:3:forces:R:3
C -3.0853 -3.7261 2.0938 1.0 0.5 -0.7
C -2.2873 -4.4888 0.9659 -0.7 1.0 0.1
S -2.3716 -6.3180 1.0879 0.2 -0.3 0.0
C -0.7223 -7.0274 1.4800 0.6 -0.2 0.6
Ga 0.8970 -5.9451 0.8351 -0.4 0.5 0.1
S 2.5998 -7.5022 0.4192 0.7 0.3 0.0
C 0.6338 -4.9362 -0.9223 0.6 0.2 -0.8
C 1.9032 -4.0755 -1.3611 -1.1 -0.4 -0.5
C 1.8994 -2.6231 -0.7744 0.4 -0.7 -0.5
C 0.7365 -1.7481 -1.3527 0.2 -0.8 0.9
O 0.6090 -0.5725 -0.5151 0.2 -0.1 -0.4
C 1.5443 -4.7776 2.4066 1.8 0.8 1.5
C 2.9413 -4.9366 2.8504 -1.4 1.8 1.6
C 3.3849 -4.1383 3.9916 -2.0 -0.2 -1.1
C 2.4178 -3.2481 4.5915 1.3 -0.4 0.1
N 1.1359 -3.0522 4.2147 1.1 -1.3 -1.0
C 0.7487 -3.8151 3.1580 0.5 -1.0 -0.8
H -4.1868 -3.8850 2.0375 0.8 -0.2 0.3
H -2.9128 -2.6283 1.9084 -0.2 -0.9 0.2
H -2.6367 -3.9355 3.0919 -0.7 -0.1 -0.7
H -2.7848 -4.2131 -0.0061 0.6 -0.3 0.7
H -1.2604 -4.0587 0.9464 -0.6 -0.7 -0.1
H -0.6380 -8.0604 1.0470 -0.5 1.0 0.2
H -0.6341 -7.1618 2.5927 -0.1 0.2 -1.0
H 3.7349 -6.7182 0.3867 -0.9 -0.4 0.0
H 0.5238 -5.7206 -1.7264 -0.1 0.6 0.8
H -0.2860 -4.3072 -0.9860 0.6 -0.5 0.1
H 2.8129 -4.6760 -1.1208 -0.4 0.8 0.0
H 1.8559 -4.0184 -2.4889 0.3 0.2 0.9
H 1.8962 -2.6849 0.3506 -0.3 0.1 -0.9
H 2.8585 -2.1143 -1.0532 -0.7 -0.3 0.3
H -0.2605 -2.2537 -1.3480 0.9 0.1 0.0
H 0.9764 -1.5035 -2.4152 -0.2 0.3 0.9
H 0.6741 -0.9192 0.3901 -0.1 0.2 -0.4
H 3.6391 -5.6580 2.3765 -0.7 0.6 0.3
H 4.4073 -4.2037 4.4247 -0.9 0.0 -0.4
H 2.7680 -2.6631 5.4786 -0.4 -0.4 -0.8
H -0.3169 -3.7040 2.8402 0.9 0.1 0.4
C -4.0431 -11.0168 -3.7424 0.0 0.0 0.0
C -2.8350 -11.1294 -3.0663 -0.2 0.0 0.0
C -2.7086 -10.6228 -1.7803 0.2 -0.1 0.0
C -3.7996 -10.0106 -1.1818 0.0 -0.2 -0.5
C -5.0078 -9.8864 -1.8510 -0.2 0.1 0.0
C -5.1270 -10.3926 -3.1377 0.2 -0.1 0.0
N -3.6756 -9.4961 0.1872 0.1 0.3 0.5
O -2.5954 -9.6073 0.7334 -0.3 -0.1 -0.2
O -4.6616 -8.9933 0.6939 0.1 -0.2 -0.2
H -4.1408 -11.4182 -4.7450 0.0 0.0 0.1
H -1.9912 -11.6150 -3.5410 0.0 0.1 0.1
H -1.7636 -10.7145 -1.2609 -0.1 0.1 0.1
H -5.8578 -9.4042 -1.3864 0.2 0.0 0.1
H -6.0669 -10.3037 -3.6690 0.0 0.0 0.1
C 2.0713 2.4339 -2.7376 0.0 -0.1 0.1
C 2.8130 3.0766 -3.7221 0.0 -0.1 0.1
C 4.1943 2.9490 -3.7455 0.0 0.1 -0.2
C 4.8214 2.1714 -2.7802 -0.5 0.0 0.0
C 4.0900 1.5312 -1.7883 0.0 -0.1 0.1
C 2.7073 1.6658 -1.7692 0.1 0.1 0.0
N 6.2796 2.0158 -2.8179 0.3 0.0 0.0
O 6.8919 2.6087 -3.6918 -0.1 -0.1 0.2
O 6.7967 1.3030 -1.9786 -0.1 0.2 -0.2
H 0.9940 2.5311 -2.7251 0.1 0.0 0.0
H 2.3116 3.6752 -4.4732 0.0 0.0 0.0
H 4.7636 3.4529 -4.5156 0.1 -0.1 0.1
H 4.5772 0.9288 -1.0325 0.1 0.1 -0.1
H 2.1236 1.1692 -1.0023 0.0 -0.1 -0.1
C -1.3188 6.2897 1.4167 0.0 0.0 0.0
C -2.1491 6.9038 0.4861 0.2 -0.1 0.0
C -2.0202 6.6049 -0.8627 -0.2 0.2 -0.1
C -1.0598 5.6891 -1.2648 -0.1 0.1 0.5
C -0.2233 5.0760 -0.3445 0.2 -0.2 0.0
C -0.3550 5.3793 1.0003 -0.1 0.1 0.0
N -0.9274 5.3514 -2.6833 0.0 0.0 -0.2
O -1.6597 5.9140 -3.4779 0.2 -0.1 0.1
O -0.0843 4.5246 -2.9834 -0.2 0.2 -0.1
H -1.4234 6.5207 2.4705 0.0 0.0 -0.1
H -2.8980 7.6145 0.8131 0.0 0.0 -0.1
H -2.6693 7.0889 -1.5805 0.1 -0.1 -0.1
H 0.5293 4.3638 -0.6591 -0.1 0.1 -0.2
H 0.2919 4.9047 1.7267 0.0 0.0 0.0
C 5.2498 6.1704 -0.6702 0.0 0.0 0.0
C 4.1067 5.4094 -0.4617 0.1 0.1 0.0
C 3.4103 5.5181 0.7332 -0.1 -0.1 0.0
C 3.8650 6.3945 1.7094 0.2 -0.1 -0.5
C 5.0096 7.1533 1.5134 0.2 0.2 0.1
C 5.7033 7.0380 0.3171 -0.2 -0.1 -0.1
N 3.1134 6.5269 2.9639 -0.1 0.0 0.2
O 2.1250 5.8287 3.1015 0.2 0.1 0.1
O 3.5166 7.3257 3.7893 -0.1 -0.2 -0.2
H 5.7899 6.0879 -1.6069 0.0 0.0 0.1
H 3.7564 4.7322 -1.2331 0.0 0.0 0.1
H 2.5216 4.9215 0.8868 0.1 0.1 0.1
H 5.3684 7.8333 2.2749 -0.2 -0.1 0.1
H 6.5969 7.6273 0.1515 -0.1 0.0 0.1
C 1.7712 9.9924 -5.9636 0.0 0.0 0.0
C 0.7261 10.6215 -5.2986 0.1 -0.1 0.0
C 0.4461 10.2960 -3.9793 -0.2 0.2 0.0
C 1.2224 9.3427 -3.3365 0.1 0.1 -0.5
C 2.2634 8.7034 -3.9938 0.2 -0.2 0.0
C 2.5361 9.0318 -5.3139 -0.1 0.1 0.0
N 0.9459 9.0129 -1.9344 -0.1 -0.1 0.4
O 0.0129 9.5765 -1.3906 0.2 -0.1 -0.2
O 1.6675 8.1949 -1.3925 -0.1 0.1 -0.1
H 1.9911 10.2526 -6.9927 0.0 0.0 0.1
H 0.1308 11.3688 -5.8088 0.0 0.0 0.1
H -0.3697 10.7908 -3.4692 0.1 -0.1 0.1
H 2.8664 7.9559 -3.4944 -0.2 0.1 0.1
H 3.3481 8.5412 -5.8364 0.0 0.0 0.1
C -8.0701 -2.5108 6.1740 0.0 0.0 0.0
C -7.0714 -3.3033 6.7255 0.0 0.1 -0.1
C -5.7715 -3.2158 6.2474 0.1 -0.1 0.2
C -5.4843 -2.3286 5.2209 -0.5 -0.1 0.2
C -6.4755 -1.5384 4.6584 -0.1 0.2 -0.1
C -7.7740 -1.6326 5.1391 0.1 -0.1 0.1
N -4.1056 -2.2161 4.7300 0.5 0.0 -0.1
O -3.2674 -2.9376 5.2340 -0.3 0.2 0.0
O -3.8832 -1.4038 3.8501 -0.2 -0.1 0.3
H -9.0837 -2.5772 6.5531 0.1 0.0 0.0
H -7.3059 -3.9882 7.5312 0.1 0.0 -0.1
H -4.9996 -3.8370 6.6827 0.1 0.1 -0.2
H -6.2530 -0.8496 3.8540 0.2 -0.1 0.1
H -8.5557 -1.0183 4.7093 0.1 0.0 0.0
```
Forces are in eV/Å.

Values from the calculation:
net charge: -1
E: -5941.73736 a.u.
2S+1: 1
molecular weight: 1067.829 g mol⁻¹
F_max: 2.74 eV Å⁻¹

---

2S+1 of number 4 (C9H6BeN4OS6)?
1

---

E of number 3 (C3H4Br2S)?
-5662.85322 a.u.